Entry 1:
Here is a molecular structure, C23H24ClFeNO2 at a distorted geometry from the OMol25 dataset. Energies are from ωB97M-V with the def2-TZVPD basis set.

Multiplicity: 5
E_LUMO (alpha / beta): 4.42 / 4.41 eV
E_tot: -76727.0201 eV
F_max: 3.4 eV Å⁻¹
Total charge: -2

XYZ file:
```
52
Properties=species:S:1:pos:R:3:lowdin_charge:R:1
C -0.285 -4.611 3.345 -0.092
C -1.120 -4.318 2.142 -0.236
O -0.846 -2.919 1.842 -0.049
C -1.351 -2.549 0.652 -0.418
C -1.013 -0.997 0.308 -0.182
N -1.469 -0.942 -1.033 0.007
C -1.487 -0.223 -2.061 -0.187
C -2.515 -0.207 -3.139 -0.250
C -2.216 0.574 -4.275 -0.102
C -3.120 0.683 -5.331 -0.174
C -4.374 0.057 -5.248 -0.780
Cl -5.504 0.231 -6.529 0.535
C -4.698 -0.706 -4.107 -0.158
C -3.766 -0.873 -3.061 -0.073
O -2.118 -3.233 -0.010 0.076
H -0.359 -5.674 3.574 0.067
H 0.778 -4.364 3.200 0.084
H -0.662 -4.044 4.201 0.077
H -0.865 -4.965 1.289 0.125
H -2.192 -4.449 2.359 0.124
H -1.698 -0.385 1.052 0.152
H -0.634 0.483 -2.284 0.106
H -1.246 1.090 -4.297 0.095
H -2.865 1.256 -6.219 0.072
H -5.678 -1.169 -4.062 0.071
H -3.971 -1.490 -2.174 0.093
C 1.468 -1.408 0.726 -0.086
C 0.451 -0.320 0.665 -0.229
C 1.142 1.027 0.302 -0.244
C 0.571 2.365 0.386 -0.162
C 1.430 3.314 -0.325 -0.193
C 2.604 2.576 -0.784 -0.199
C 2.440 1.200 -0.345 -0.179
Fe 2.371 2.432 1.149 0.231
C 3.294 1.531 2.658 -0.207
C 2.050 2.163 3.083 -0.202
C 2.146 3.583 2.766 -0.212
C 3.449 3.824 2.169 -0.209
C 4.151 2.563 2.097 -0.213
H 0.995 -2.292 1.130 0.048
H 1.752 -1.653 -0.286 0.083
H 2.340 -1.164 1.318 0.070
H -0.009 -0.143 1.652 0.103
H -0.407 2.573 0.805 0.104
H 1.254 4.389 -0.507 0.094
H 3.416 3.050 -1.350 0.091
H 3.126 0.424 -0.613 0.092
H 3.561 0.485 2.831 0.087
H 1.222 1.662 3.601 0.096
H 1.401 4.338 3.033 0.090
H 3.872 4.802 1.923 0.083
H 5.188 2.423 1.785 0.084
```

=====

Entry 2:
Here is a molecular structure, C19H39BGeIrN6O4PS4 at a distorted geometry from the OMol25 dataset. Energies are from ωB97M-V with the def2-TZVPD basis set.

Energy relative to the best compared isomer or geometry (same formula, charge and spin): 66.9 kJ/mol
Multiplicity: 6
E_LUMO (alpha / beta): 2.40 / -0.49 eV
E_tot: -150130.4840 eV
F_max: 1.3 eV Å⁻¹
Total charge: -1

XYZ file:
```
76
Properties=species:S:1:pos:R:3:lowdin_charge:R:1
Ir -0.740 -0.178 -0.583 0.755
N -0.260 1.887 0.934 -0.030
N -1.337 2.784 0.815 -0.024
C -2.207 2.637 -0.311 -0.762
O -2.857 3.636 -0.612 -0.012
O -2.273 1.478 -0.839 -0.206
H 0.022 1.799 1.905 0.064
H 0.545 2.186 0.390 0.047
H -1.113 3.756 0.973 0.116
C -3.167 0.591 2.364 -0.035
N -1.941 0.311 3.081 -0.120
C -1.501 0.928 4.228 -0.058
C -0.329 0.341 4.565 -0.074
N -0.040 -0.625 3.630 0.001
B 1.207 -1.580 3.755 -0.457
N 1.713 -1.972 2.339 -0.022
C 1.456 -3.137 1.710 -0.067
C 1.997 -3.092 0.449 -0.048
N 2.607 -1.892 0.320 -0.079
C 3.327 -1.453 -0.858 -0.092
C 2.419 -1.192 1.482 -0.732
S 2.991 0.353 1.780 0.797
C -1.034 -0.633 2.722 -0.693
S -1.235 -1.677 1.379 0.593
H -3.607 1.505 2.753 0.095
H -3.864 -0.241 2.477 0.091
H -2.963 0.723 1.303 0.050
H -2.046 1.726 4.700 0.115
H 0.328 0.527 5.396 0.115
H 0.853 -2.582 4.324 0.074
H 2.068 -0.983 4.336 0.058
H 0.885 -3.911 2.189 0.128
H 1.964 -3.793 -0.368 0.060
H 3.991 -2.250 -1.190 0.100
H 3.899 -0.567 -0.604 0.061
H 2.620 -1.217 -1.656 -0.009
C -3.317 -5.166 -1.996 -0.070
C -1.860 -5.362 -2.399 -0.460
C -0.961 -5.460 -1.174 -0.088
O -1.446 -4.358 -3.348 -0.327
P -0.771 -2.901 -3.077 -0.067
S 1.133 -3.018 -2.620 0.328
S -2.025 -1.905 -1.825 0.242
O -0.811 -2.348 -4.579 -0.344
C -1.857 -2.163 -5.559 -0.446
C -2.037 -3.455 -6.344 -0.056
C -3.184 -1.658 -5.019 -0.076
H -3.648 -6.024 -1.405 0.077
H -3.950 -5.084 -2.881 0.077
H -3.424 -4.262 -1.402 0.036
H -1.782 -6.291 -2.971 0.135
H -1.018 -4.539 -0.592 0.052
H 0.075 -5.620 -1.470 0.056
H -1.292 -6.293 -0.549 0.080
H -1.431 -1.400 -6.214 0.135
H -2.409 -4.237 -5.684 0.069
H -1.084 -3.781 -6.762 0.082
H -2.748 -3.300 -7.158 0.077
H -3.652 -2.408 -4.384 0.064
H -3.849 -1.437 -5.857 0.081
H -3.046 -0.751 -4.434 0.059
C 1.048 3.554 -2.652 -0.226
Ge 1.095 1.586 -2.980 0.688
C 2.742 1.232 -4.045 -0.233
C -0.511 1.145 -4.027 -0.221
C 1.077 0.613 -1.325 -0.449
H 1.093 4.095 -3.599 0.005
H 1.890 3.871 -2.032 0.003
H 0.117 3.816 -2.147 0.004
H 2.722 1.789 -4.984 0.003
H 2.812 0.167 -4.269 0.003
H 3.632 1.527 -3.486 0.003
H -0.658 1.808 -4.882 0.016
H -1.374 1.229 -3.362 0.002
H -0.447 0.118 -4.383 -0.007
H 1.947 0.795 -0.687 -0.109
```

=====

Entry 3:
Here is a molecular structure, C7H8O3S at a distorted geometry from the OMol25 dataset. Energies are from ωB97M-V with the def2-TZVPD basis set.

Energy relative to the best compared isomer or geometry (same formula, charge and spin): 0.0 kJ/mol
Multiplicity: 3
E_LUMO (alpha / beta): 0.77 / -2.36 eV
E_tot: -24359.0387 eV
F_max: 4.2 eV Å⁻¹

XYZ file:
```
19
Properties=species:S:1:pos:R:3:lowdin_charge:R:1
C 1.368 0.674 -0.835 -0.057
C 1.830 0.788 0.476 -0.058
C -2.124 -0.598 0.128 -0.153
C -0.066 0.918 -0.842 -0.224
C 0.700 1.205 1.228 -0.149
C -0.612 -0.648 -0.313 -0.225
C -0.050 -0.870 1.085 -0.151
O -1.790 0.357 2.762 -0.308
O -1.914 -2.058 2.430 -0.305
O -0.264 1.639 0.350 -0.058
S -1.580 -0.768 1.873 0.649
H 2.000 0.382 -1.657 0.109
H 2.855 0.771 0.807 0.113
H -2.541 0.398 -0.120 0.106
H -2.874 -1.468 -0.047 0.133
H -0.333 1.490 -1.751 0.165
H 0.515 1.439 2.259 0.131
H -0.433 -1.311 -1.223 0.155
H 0.703 -1.569 1.484 0.126
```

=====

Entry 4:
Here is a gas-phase ion, C4H7NO2S (charge -1) at a distorted geometry from the OMol25 dataset. Energies are from ωB97M-V with the def2-TZVPD basis set.

Energy relative to the best compared isomer or geometry (same formula, charge and spin): 125.9 kJ/mol
Multiplicity: 2
E_LUMO (alpha / beta): 2.89 / 2.86 eV
E_tot: -20681.0043 eV
F_max: 2.9 eV Å⁻¹
Total charge: -1

XYZ file:
```
15
Properties=species:S:1:pos:R:3:lowdin_charge:R:1
O -0.898 1.199 -1.694 -0.076
C 0.013 0.629 -1.064 -0.555
N 0.979 -0.056 -1.758 0.089
C 1.761 -1.129 -1.243 -0.467
O 2.153 -1.991 -2.087 -0.212
C 0.128 0.727 0.457 -0.186
C -1.265 0.161 0.993 -0.544
S -1.214 0.136 2.816 0.637
H 0.969 0.088 -2.751 0.129
H 1.775 -1.291 -0.156 0.062
H 0.042 1.786 0.703 0.101
H 0.979 0.200 0.838 0.060
H -1.593 -0.644 0.360 0.076
H -1.956 0.967 0.777 0.049
H -1.669 1.369 3.101 -0.165
```

=====

Entry 5:
Here is 2 unconnected molecules or ions with the total composition C8H16BrPS at a distorted geometry from the OMol25 dataset. Energies are from ωB97M-V with the def2-TZVPD basis set.

Energy relative to the best compared isomer or geometry (same formula, charge and spin): 214.9 kJ/mol
SMILES: CC1C(C)(C)C1(C)C.S=PBr
E_LUMO: -2.01 eV
E_tot: -98720.0609 eV
F_max: 4.3 eV Å⁻¹

XYZ file:
```
27
Properties=species:S:1:pos:R:3:lowdin_charge:R:1
C -0.863 -0.341 -0.744 -0.315
C 0.325 0.537 -0.674 -0.473
C -0.441 -0.120 0.605 -0.418
C -0.924 -1.650 -1.464 -0.054
C 1.651 0.177 -1.031 -0.068
C 0.104 1.998 -0.825 -0.060
C -1.166 0.887 1.474 -0.087
C 0.249 -1.179 1.462 -0.017
P -5.078 -0.943 -0.680 0.037
S -4.145 -2.166 0.513 0.046
Br -4.672 1.191 0.155 0.049
H -1.625 0.323 -1.032 0.105
H -1.920 -2.159 -1.345 0.043
H -0.039 -2.249 -1.173 0.075
H -0.533 -1.675 -2.519 0.094
H 1.882 0.664 -2.035 0.116
H 1.948 -0.836 -1.114 0.069
H 2.268 0.574 -0.229 0.095
H 0.781 2.545 -0.045 0.126
H -0.943 2.420 -0.594 0.098
H 0.277 2.157 -1.875 0.074
H -1.741 1.603 0.904 0.001
H -0.474 1.632 2.028 0.112
H -1.848 0.210 2.158 0.115
H 1.206 -1.251 1.121 0.025
H -0.382 -2.118 1.248 0.111
H 0.295 -0.882 2.549 0.099
```

=====

Entry 6:
Here is a molecular structure, C25H29ClFeIN7O7SSe2 at a distorted geometry from the OMol25 dataset. Energies are from ωB97M-V with the def2-TZVPD basis set.

Energy relative to the best compared isomer or geometry (same formula, charge and spin): 63.5 kJ/mol
Multiplicity: 6
E_LUMO (alpha / beta): -2.93 / -4.98 eV
E_tot: -247682.7362 eV
F_max: 4.5 eV Å⁻¹
Total charge: +1

XYZ file:
```
74
Properties=species:S:1:pos:R:3:lowdin_charge:R:1
Fe 12.501 12.022 9.413 1.088
N 19.222 12.934 14.362 0.131
C 18.367 12.579 13.351 -0.311
C 18.839 12.074 12.145 -0.027
C 17.972 11.650 11.190 -0.037
C 16.546 11.674 11.352 -0.301
C 16.077 12.133 12.615 -0.041
C 16.980 12.668 13.567 -0.020
S 15.479 11.016 10.164 0.645
O 14.559 10.061 10.789 -0.313
O 16.243 10.694 8.992 -0.270
N 14.450 12.285 9.776 -0.153
C 14.746 13.352 8.998 -0.521
N 13.618 14.046 8.737 0.078
C 13.755 15.158 8.033 -0.109
C 14.988 15.624 7.642 -0.015
C 16.069 14.793 8.002 -0.032
N 15.969 13.639 8.727 0.189
H 20.192 13.080 14.285 0.090
H 18.839 13.123 15.269 0.099
H 19.918 12.016 12.057 0.123
H 18.255 11.161 10.287 0.105
H 14.986 12.110 12.894 0.115
H 16.570 13.028 14.494 0.102
H 12.869 15.726 7.890 0.096
H 15.119 16.522 7.032 0.119
H 17.004 15.075 7.584 0.108
C 8.377 5.988 10.120 -0.451
Se 9.433 7.161 8.966 0.822
C 10.553 5.865 7.991 -0.555
C 11.695 5.106 8.680 -0.608
Se 13.288 6.051 9.156 0.897
C 14.026 6.420 7.429 -0.433
H 8.076 5.032 9.702 0.021
H 7.385 6.476 10.399 0.045
H 8.931 5.768 11.048 -0.047
H 10.865 6.443 7.137 0.038
H 9.822 5.156 7.606 0.057
H 11.907 4.156 8.139 0.082
H 11.380 4.748 9.677 0.048
H 14.088 7.466 7.151 -0.010
H 13.449 5.837 6.700 0.029
H 15.077 6.025 7.348 0.038
I 10.852 7.319 12.880 1.009
C 11.168 9.376 12.763 -0.679
C 11.165 10.148 13.892 -0.114
C 11.608 11.455 13.756 -0.020
C 11.909 11.980 12.487 -0.134
N 11.842 11.270 11.389 -0.011
C 11.435 9.969 11.523 -0.151
H 10.848 9.714 14.854 0.120
H 11.726 12.141 14.600 0.122
H 12.101 13.012 12.411 0.107
H 11.374 9.387 10.613 0.070
N 7.121 10.982 8.270 0.192
C 7.191 11.861 9.317 -0.525
O 6.317 12.068 10.082 0.127
C 8.388 12.765 9.188 -0.099
C 8.177 14.125 9.108 0.042
C 9.257 14.966 8.976 -0.003
C 10.534 14.441 9.035 -0.071
N 10.697 13.141 9.282 -0.015
C 9.684 12.313 9.323 -0.076
H 6.407 10.250 8.132 0.140
H 7.843 11.025 7.582 0.093
H 7.179 14.539 9.193 0.144
H 9.125 16.007 8.830 0.113
H 11.408 15.090 8.887 0.093
H 9.864 11.258 9.455 0.120
O 13.151 9.678 6.397 -0.209
Cl 12.193 10.416 7.094 0.714
O 12.187 10.139 8.552 -0.408
O 10.933 10.307 6.585 -0.228
O 12.612 11.867 7.175 -0.370
```

=====

Entry 7:
Here is 2 unconnected molecules or ions with the total composition C6H12N2O3S2 at a distorted geometry from the OMol25 dataset. Energies are from ωB97M-V with the def2-TZVPD basis set.

Energy relative to the best compared isomer or geometry (same formula, charge and spin): 255.4 kJ/mol
SMILES: [H]/N=C(/N)C(=O)O.C/C(O)=C(/S)CS
E_LUMO: 0.35 eV
E_tot: -37208.3520 eV
F_max: 4.9 eV Å⁻¹

XYZ file:
```
25
Properties=species:S:1:pos:R:3:lowdin_charge:R:1
C -1.176 0.711 1.310 -0.421
C 2.349 -1.014 -0.911 -0.470
C -0.820 -0.203 2.470 0.010
C -1.228 -0.934 -0.584 -0.521
C -1.303 0.386 0.025 -0.660
C 1.776 0.369 -0.765 -0.453
N 1.138 0.947 -1.629 0.127
N 1.855 0.686 0.546 0.190
O 2.243 -1.371 -2.228 0.067
O -1.031 1.990 1.778 -0.011
O 2.905 -1.676 -0.112 0.151
S -2.925 -1.566 -1.178 0.641
S -1.731 1.779 -1.011 0.842
H -1.610 -0.115 3.137 0.073
H -0.687 -1.218 2.207 0.064
H 0.181 -0.099 2.756 0.068
H -1.014 -1.702 0.164 0.063
H -0.609 -0.917 -1.434 0.028
H 0.939 0.561 -2.602 0.131
H -0.600 1.693 -1.632 -0.183
H 1.142 1.261 0.909 0.077
H 2.559 -2.321 -2.351 0.161
H 2.639 0.418 1.089 0.106
H -3.533 -0.308 -1.146 -0.142
H -1.461 2.643 1.192 0.063
```

=====

Entry 8:
Here is a gas-phase ion, C4H10NO2 (charge +1) at a distorted geometry from the OMol25 dataset. Energies are from ωB97M-V with the def2-TZVPD basis set.

Energy relative to the best compared isomer or geometry (same formula, charge and spin): 561.6 kJ/mol
E_LUMO (alpha / beta): -3.74 / -3.74 eV
E_tot: -9883.7670 eV
F_max: 3.6 eV Å⁻¹
Total charge: +1

XYZ file:
```
17
Properties=species:S:1:pos:R:3:lowdin_charge:R:1
C -0.485 -0.316 -1.489 -0.133
C 1.503 -1.670 -0.543 -0.076
C -1.164 1.944 -0.461 -0.004
C 1.654 -1.605 1.972 0.017
N -1.392 0.435 -0.652 -0.052
O 0.538 -0.806 -0.557 0.003
O 1.995 -2.062 0.629 -0.064
H -0.166 0.199 -2.412 0.101
H 2.014 -2.171 -1.344 0.178
H -2.120 2.482 -0.302 0.105
H -0.295 2.186 0.146 0.091
H -0.760 2.309 -1.458 0.110
H 2.462 -2.155 2.532 0.126
H 0.643 -1.935 2.220 0.092
H 1.696 -0.410 1.792 0.152
H -2.366 0.401 -0.986 0.170
H -1.403 -0.002 0.304 0.186
```

=====

> Among the records above, which one has the highest E_tot?

C4H10NO2